Entry 1:
{"formula": "C2H8NOS", "method": "wB97M-V/def2-TZVPD", "elements": ["C", "C", "S", "N", "H", "H", "H", "H", "H", "H", "H", "H", "O"], "positions_angstrom": [[-0.665, -1.189, -0.655], [-0.413, -0.363, 0.555], [-1.360, 1.163, 0.693], [-0.108, -0.407, -1.870], [-1.751, -1.487, -0.908], [-0.121, -2.152, -0.888], [0.681, -0.050, 0.605], [-0.511, -1.097, 1.491], [-0.077, 0.562, -1.757], [-0.401, -0.792, -2.830], [1.778, 2.234, 1.240], [1.081, 1.541, 2.164], [1.868, 2.037, 2.161]], "nbo_charge": [-0.222, -0.575, -0.695, -0.907, 0.163, 0.167, 0.185, 0.170, 0.377, 0.343, 0.465, 0.483, -0.954], "e_lumo_ev": 4.261, "charge": -1, "spin_multiplicity": 1, "homo_lumo_gap_ev": 6.96, "energy_ha": -609.1798, "relative_energy_kcal_mol": 27.73, "max_force_ev_per_a": 4.715}

Entry 2:
{"formula": "C2H8NOS", "method": "wB97M-V/def2-TZVPD", "elements": ["C", "C", "N", "O", "S", "H", "H", "H", "H", "H", "H", "H", "H"], "positions_angstrom": [[-1.264, -0.579, -0.786], [1.634, 0.766, -0.759], [-0.902, -0.538, 1.841], [1.357, -0.246, 0.338], [-0.170, -1.214, 0.588], [-0.912, 0.511, -0.685], [-2.330, -0.523, -1.027], [-0.821, -0.979, -1.784], [1.160, 1.033, -1.744], [1.594, 1.685, -0.084], [2.677, 0.561, -0.688], [-1.670, -0.743, 2.616], [-0.355, 0.265, 2.174]], "nbo_charge": [-0.843, -0.302, -1.132, -0.615, 1.409, 0.245, 0.313, 0.263, 0.254, 0.211, 0.248, 0.507, 0.440], "e_lumo_ev": -5.403, "charge": 1, "spin_multiplicity": 1, "homo_lumo_gap_ev": 9.52, "energy_ha": -608.7548, "relative_energy_kcal_mol": 119.48, "max_force_ev_per_a": 4.875}

Entry 3:
{"formula": "C2H8NS", "method": "wB97M-V/def2-TZVPD", "elements": ["S", "H", "C", "C", "N", "H", "H", "H", "H", "H", "H", "H"], "positions_angstrom": [[3.258, -1.292, -0.456], [3.735, -0.398, -1.320], [-1.776, 0.536, -0.041], [-0.244, 0.400, 0.020], [0.266, -0.450, 1.069], [-2.196, -0.378, -0.482], [-2.102, 1.367, -0.660], [-2.277, 0.582, 0.929], [0.127, 1.428, 0.057], [0.061, 0.068, -0.982], [1.279, -0.497, 0.875], [-0.131, -1.366, 0.991]], "nbo_charge": [-1.059, 0.087, -0.614, -0.210, -0.873, 0.184, 0.194, 0.194, 0.168, 0.170, 0.418, 0.340], "e_lumo_ev": 3.856, "charge": -1, "spin_multiplicity": 1, "homo_lumo_gap_ev": 6.55, "energy_ha": -533.9660, "relative_energy_kcal_mol": 3.20, "max_force_ev_per_a": 1.654}

Entry 4:
{"formula": "C2H8NS2", "method": "wB97M-V/def2-TZVPD", "elements": ["C", "N", "C", "S", "S", "H", "H", "H", "H", "H", "H", "H", "H"], "positions_angstrom": [[0.627, 0.420, -1.545], [0.361, 0.667, -0.057], [-0.084, -0.481, 0.749], [-0.559, 0.049, 2.510], [1.204, -1.720, 0.835], [-0.235, 0.493, -2.242], [1.352, 1.152, -1.827], [1.086, -0.504, -1.826], [1.152, 1.133, 0.338], [-0.375, 1.422, 0.111], [-1.126, -0.742, 0.404], [-1.676, -0.515, 2.388], [0.472, -2.515, 0.243]], "nbo_charge": [-0.445, -0.539, -0.346, 0.047, 0.107, 0.255, 0.241, 0.260, 0.439, 0.458, 0.268, 0.129, 0.127], "e_lumo_ev": -3.746, "charge": 1, "smiles": "C[NH2+]C(S)S", "spin_multiplicity": 1, "homo_lumo_gap_ev": 9.82, "energy_ha": -931.8189, "relative_energy_kcal_mol": 33.50, "max_force_ev_per_a": 3.867}

Entry 5:
{"formula": "C2H8Na2O10", "method": "wB97M-V/def2-TZVPD", "elements": ["Na", "Na", "C", "O", "O", "O", "C", "O", "O", "O", "O", "H", "H", "O", "H", "H", "O", "H", "H", "O", "H", "H"], "positions_angstrom": [[-13.152, 2.285, -11.549], [-13.991, 0.747, -13.959], [-11.255, 1.087, -14.578], [-10.419, 1.744, -15.302], [-11.575, -0.130, -14.908], [-11.869, 1.731, -13.616], [-15.405, 3.555, -13.332], [-14.259, 4.037, -13.666], [-15.419, 2.346, -12.778], [-16.496, 4.196, -13.497], [-14.715, 4.578, -10.576], [-13.935, 4.970, -10.171], [-15.096, 4.002, -9.906], [-12.749, 2.605, -9.002], [-13.463, 2.237, -8.475], [-12.755, 3.547, -8.809], [-13.648, -0.021, -11.416], [-12.899, -0.616, -11.546], [-14.341, -0.558, -11.020], [-11.380, 4.212, -11.715], [-11.692, 4.732, -12.469], [-10.804, 4.789, -11.207]], "nbo_charge": [0.913, 0.931, 0.922, -0.893, -0.966, -0.990, 0.929, -0.908, -1.067, -0.898, -0.883, 0.440, 0.448, -0.932, 0.468, 0.471, -0.955, 0.492, 0.469, -0.949, 0.515, 0.442], "e_lumo_ev": 3.139, "charge": -2, "spin_multiplicity": 1, "homo_lumo_gap_ev": 2.27, "energy_ha": -1158.0922, "max_force_ev_per_a": 2.215}

Entry 6:
{"formula": "C2H8O10Zn", "method": "wB97M-V/def2-TZVPD", "elements": ["Zn", "C", "O", "O", "O", "C", "O", "O", "O", "O", "H", "H", "O", "H", "H", "O", "H", "H", "O", "H", "H"], "positions_angstrom": [[0.084, -0.358, -0.148], [-1.522, 1.075, 0.541], [-1.585, -0.254, 0.714], [-1.785, 1.811, 1.563], [-0.697, 1.373, -0.446], [2.270, 0.376, 0.200], [1.420, 0.204, 1.227], [1.688, 0.150, -0.937], [3.502, 0.244, 0.356], [-1.164, -0.793, 3.395], [-1.229, -0.357, 2.508], [-1.057, -0.058, 4.026], [0.449, 2.644, -2.521], [1.043, 3.244, -2.120], [0.213, 2.023, -1.783], [-0.858, -0.823, -2.143], [-0.357, -1.617, -2.477], [-1.646, -0.661, -2.671], [0.390, -2.328, 0.118], [-0.245, -3.067, 0.025], [1.086, -2.827, 0.572]], "nbo_charge": [1.723, 0.933, -1.009, -0.808, -0.955, 0.925, -0.981, -0.978, -0.828, -1.009, 0.530, 0.450, -1.005, 0.446, 0.534, -0.943, 0.472, 0.482, -0.944, 0.470, 0.493], "e_lumo_ev": 4.560, "charge": -2, "spin_multiplicity": 1, "homo_lumo_gap_ev": 4.60, "energy_ha": -2612.7868, "relative_energy_kcal_mol": 0.00, "max_force_ev_per_a": 4.664}

Entry 7:
{"formula": "C2H8O2", "method": "wB97M-V/def2-TZVPD", "elements": ["C", "O", "H", "H", "H", "H", "C", "O", "H", "H", "H", "H"], "positions_angstrom": [[-3.616, 4.260, 0.468], [-3.646, 5.421, -0.357], [-2.575, 3.959, 0.567], [-3.931, 4.517, 1.492], [-4.284, 3.452, 0.173], [-4.501, 5.463, -0.798], [-3.487, 9.185, 0.846], [-4.253, 8.053, 0.441], [-2.566, 9.207, 0.251], [-4.078, 10.065, 0.595], [-3.233, 9.229, 1.908], [-3.715, 7.250, 0.543]], "nbo_charge": [-0.254, -0.736, 0.183, 0.161, 0.175, 0.479, -0.248, -0.743, 0.160, 0.178, 0.158, 0.485], "e_lumo_ev": 0.872, "smiles": "CO.CO", "spin_multiplicity": 1, "homo_lumo_gap_ev": 10.86, "energy_ha": -231.4373, "relative_energy_kcal_mol": 15.71, "max_force_ev_per_a": 1.304}

Entry 8:
{"formula": "C2H8O2", "method": "wB97M-V/def2-TZVPD", "elements": ["C", "O", "H", "H", "H", "H", "C", "O", "H", "H", "H", "H"], "positions_angstrom": [[-0.200, -2.075, 1.118], [0.626, -0.971, 0.758], [0.168, -2.511, 2.044], [-1.195, -1.670, 1.275], [-0.328, -2.759, 0.278], [1.259, -1.218, 0.086], [0.119, 2.156, -0.740], [-0.102, 1.216, -1.807], [0.247, 3.104, -1.201], [0.991, 1.861, -0.160], [-0.750, 2.222, -0.084], [-0.835, 0.645, -1.568]], "nbo_charge": [-0.250, -0.736, 0.172, 0.173, 0.169, 0.471, -0.243, -0.735, 0.172, 0.173, 0.165, 0.466], "e_lumo_ev": 0.819, "smiles": "CO.CO", "spin_multiplicity": 1, "homo_lumo_gap_ev": 11.02, "energy_ha": -231.4318, "relative_energy_kcal_mol": 19.15, "max_force_ev_per_a": 1.221}